Entry 1:
The following is a quantum chemistry calculation of a cluster of 2 separate species, C3H8N4 in total, from OMol25.

Last column: Mulliken charge in e.
CARTESIAN COORDINATES (ANGSTROEM)
C  -0.014  2.333  -0.751  -1.02
N  0.409  -1.353  0.068  -0.78
C  0.094  0.936  -0.403  0.63
N  -1.776  0.608  1.187  -0.70
C  1.341  -2.272  -0.309  -0.02
N  0.512  -0.170  -0.382  0.37
N  1.274  -3.465  0.126  -0.61
H  -1.417  -0.353  1.196  0.30
H  -1.726  0.987  2.128  0.21
H  -2.746  0.598  0.886  0.21
H  2.023  -4.047  -0.236  0.24
H  2.145  -1.891  -0.967  0.32
H  0.262  2.970  0.092  0.26
H  -1.032  2.567  -1.047  0.27
H  0.651  2.551  -1.588  0.32

Summary:
**Energy above the lowest of the compared OMol25 structures with the same formula, charge and spin**: 348.56 kJ/mol
**Maximum force**: 2.594 eV Å⁻¹
**Frontier orbital gap**: 0.306 hartree
**Charge**: 0
**HOMO**: -7.793 eV


Entry 2:
The following is a quantum chemistry calculation of a cluster of 2 separate species, C6H16 in total, from OMol25.

Last column: Mulliken charge in e.
CARTESIAN COORDINATES (ANGSTROEM)
C  0.365  -1.881  -1.293  -1.31
C  -0.570  -1.220  -0.316  0.76
C  -1.677  -2.313  0.128  -1.45
C  0.199  -0.636  0.941  -0.96
H  0.176  -2.970  -1.120  0.35
H  1.468  -1.793  -1.194  0.37
H  0.059  -1.693  -2.374  0.27
H  -1.105  -0.264  -0.727  0.26
H  -1.130  -3.135  0.677  0.35
H  -2.541  -1.822  0.644  0.38
H  -2.135  -2.629  -0.825  0.37
H  1.153  -1.226  1.153  0.36
H  0.495  0.278  0.575  -0.06
H  -0.219  -0.600  2.005  0.30
C  1.499  2.825  -0.081  -0.75
C  0.077  2.994  0.569  -0.78
H  2.105  2.177  0.629  0.22
H  1.328  2.185  -0.979  0.21
H  2.059  3.741  -0.439  0.30
H  -0.717  3.429  -0.061  0.28
H  -0.513  2.086  0.962  0.19
H  0.165  3.632  1.390  0.35

Summary:
**Energy above the lowest of the compared OMol25 structures with the same formula, charge and spin**: 159.52 kJ/mol
**Maximum force**: 3.509 eV Å⁻¹
**Frontier orbital gap**: 0.437 hartree
**Charge**: 0
**HOMO**: -10.796 eV
**Structure (SMILES)**: CC(C)C.CC


Entry 3:
The following is a quantum chemistry calculation of a structure of composition C18H25N2O2S10Ti, from OMol25.

Last column: Mulliken spin population.
CARTESIAN COORDINATES (ANGSTROEM)
Ti  -1.160  -0.312  -0.707  0.02
C  -0.544  -3.396  -0.214  0.00
C  -1.496  -2.368  -0.827  0.00
S  -3.550  -0.058  -1.106  0.00
C  -3.871  1.554  -1.864  0.00
C  -3.612  2.757  -0.937  0.00
S  -2.276  2.476  0.245  0.00
C  -3.290  1.848  1.624  0.00
C  -2.543  0.840  2.487  0.00
S  -2.495  -0.814  1.753  0.00
C  -1.384  -1.545  2.979  0.00
C  -0.927  -2.942  2.570  0.00
S  0.360  -2.935  1.293  0.00
H  0.262  -3.630  -0.905  0.00
H  -1.052  -4.339  -0.014  0.00
H  -2.506  -2.488  -0.440  0.00
H  -1.582  -2.526  -1.908  0.00
H  -4.912  1.552  -2.186  0.00
H  -3.253  1.641  -2.750  0.00
H  -4.498  3.030  -0.364  0.00
H  -3.330  3.628  -1.528  0.00
H  -4.178  1.394  1.192  0.00
H  -3.592  2.695  2.237  0.00
H  -3.016  0.752  3.465  0.00
H  -1.510  1.150  2.631  0.00
H  -1.926  -1.582  3.927  0.00
H  -0.519  -0.889  3.092  0.00
H  -1.763  -3.557  2.232  0.00
H  -0.494  -3.437  3.438  0.00
S  -1.071  0.492  -2.994  0.00
S  1.779  0.757  -4.831  0.54
S  1.985  1.803  -3.228  0.37
S  0.053  2.056  -2.364  0.04
O  4.015  1.439  0.141  0.00
C  3.306  1.868  1.197  0.00
C  3.939  2.764  2.063  0.00
C  3.288  3.238  3.184  0.00
C  1.982  2.837  3.469  0.00
C  1.347  1.968  2.604  0.00
C  1.980  1.471  1.463  0.00
C  1.231  0.577  0.564  0.00
O  -0.064  0.431  0.714  0.00
N  1.873  -0.044  -0.380  0.00
N  1.007  -0.765  -1.202  0.00
C  1.636  -1.456  -2.086  0.00
S  0.814  -2.352  -3.326  0.00
C  2.284  -2.553  -4.361  0.02
C  3.473  -2.745  -3.446  0.00
S  3.388  -1.502  -2.129  0.00
H  3.462  0.776  -0.335  -0.01
H  4.954  3.062  1.828  0.00
H  3.801  3.927  3.846  0.00
H  1.471  3.206  4.349  0.00
H  0.332  1.655  2.799  0.00
H  2.395  -1.663  -4.978  0.00
H  2.113  -3.421  -4.997  0.00
H  4.410  -2.589  -3.978  0.00
H  3.474  -3.736  -2.996  0.00

Summary:
**Energy above the lowest of the compared OMol25 structures with the same formula, charge and spin**: 64.64 kJ/mol
**Maximum force**: 0.765 eV Å⁻¹
**Frontier orbital gap (spin up / spin down)**: 0.270 / 0.233 hartree
**Charge**: 0
**Multiplicity**: 2
**<S²>**: 0.76
**HOMO (spin up / spin down)**: -7.721 / -7.923 eV


Entry 4:
The following is a quantum chemistry calculation of an isolated molecule of C18H19N7OS, from OMol25.

Last column: Mulliken charge in e.
CARTESIAN COORDINATES (ANGSTROEM)
C  2.536  -3.030  -1.999  -0.97
C  2.589  -2.645  -0.555  0.36
C  2.543  -1.295  -0.033  0.23
C  2.624  -1.356  1.324  -0.27
N  2.569  -0.319  2.257  -0.09
C  1.909  0.883  2.113  0.49
O  2.212  1.699  2.972  -0.79
C  0.841  1.196  1.133  -0.33
C  -0.079  0.285  0.575  -0.34
N  -1.044  1.004  -0.194  0.32
C  -2.255  0.310  -0.642  1.84
C  -2.775  1.005  -1.937  -1.97
C  -3.306  0.512  0.468  -1.77
C  -1.990  -1.173  -0.981  -0.68
C  -2.121  -2.227  -0.090  -0.35
C  -1.687  -3.528  -0.605  -0.51
C  -1.206  -3.479  -1.863  -0.64
S  -1.317  -1.806  -2.474  -0.13
C  -0.782  2.371  -0.066  0.33
N  -1.426  3.445  -0.539  -0.47
C  -0.943  4.657  -0.284  -0.43
N  0.167  4.879  0.430  -0.74
C  0.776  3.798  0.838  0.85
N  1.917  4.093  1.479  -0.45
C  0.379  2.497  0.658  0.08
N  2.867  -2.690  1.580  0.15
N  2.763  -3.497  0.463  -0.89
H  2.477  -2.104  -2.609  0.26
H  1.638  -3.573  -2.223  0.10
H  3.423  -3.615  -2.244  0.37
H  2.418  -0.386  -0.607  0.45
H  3.024  -0.424  3.145  0.27
H  -0.102  -0.809  0.746  0.57
H  -1.943  1.074  -2.653  0.51
H  -3.188  1.993  -1.705  0.45
H  -3.598  0.457  -2.352  0.43
H  -4.179  -0.079  0.194  0.47
H  -2.913  0.153  1.442  0.36
H  -3.616  1.586  0.609  0.38
H  -2.537  -2.136  0.920  0.40
H  -1.712  -4.427  0.000  0.39
H  -0.802  -4.328  -2.373  0.54
H  -1.376  5.529  -0.752  0.40
H  1.904  5.091  1.690  0.30
H  2.178  3.473  2.254  0.32
H  3.142  -3.064  2.490  0.22

Summary:
**Energy above the lowest of the compared OMol25 structures with the same formula, charge and spin**: 203.81 kJ/mol
**Maximum force**: 2.513 eV Å⁻¹
**Frontier orbital gap**: 0.313 hartree
**Charge**: 0
**HOMO**: -8.159 eV
**Structure (SMILES)**: Cc1cc(NC(=O)c2cn(C(C)(C)c3cccs3)c3ncnc(N)c23)[nH]n1


Entry 5:
The following is a quantum chemistry calculation of a cluster of 10 separate species, H20O10 in total, from OMol25.

Last column: Mulliken charge in e.
CARTESIAN COORDINATES (ANGSTROEM)
O  -0.757  -0.520  -2.926  -0.63
H  -0.778  -0.113  -2.056  0.42
H  -1.330  -1.262  -3.012  0.28
O  -2.721  -1.625  -0.561  -0.62
H  -2.771  -2.161  0.223  0.30
H  -2.266  -0.835  -0.319  0.34
O  2.200  -1.551  -0.647  -0.69
H  1.469  -2.140  -0.551  0.46
H  2.393  -1.390  -1.586  0.29
O  -0.347  -1.117  1.689  -0.54
H  -0.497  -0.920  2.588  0.27
H  -1.063  -1.728  1.499  0.20
O  -0.590  2.224  3.434  -0.64
H  -0.293  3.119  3.749  0.30
H  -0.577  2.295  2.486  0.38
O  1.301  1.938  -1.943  -0.61
H  0.668  1.839  -1.225  0.31
H  0.901  2.451  -2.661  0.28
O  -0.031  -3.047  -0.775  -0.64
H  0.354  -3.698  -1.324  0.28
H  -0.809  -2.672  -1.091  0.31
O  0.210  2.739  0.705  -0.77
H  0.929  2.131  0.675  0.31
H  0.658  3.532  0.982  0.34
O  2.075  0.610  0.846  -0.70
H  2.067  -0.239  0.342  0.35
H  1.680  0.366  1.640  0.32
O  -0.761  0.580  -0.462  -0.68
H  -0.504  -0.129  0.156  0.38
H  -0.809  1.322  0.131  0.43

Summary:
**Energy above the lowest of the compared OMol25 structures with the same formula, charge and spin**: 249.04 kJ/mol
**Maximum force**: 3.168 eV Å⁻¹
**Frontier orbital gap**: 0.382 hartree
**Charge**: 0
**HOMO**: -10.477 eV
**Structure (SMILES)**: O.O.O.O.O.O.O.O.O.O


Entry 6:
The following is a quantum chemistry calculation of a structure of composition C7H11I2N2O5SV, from OMol25.

Last column: Mulliken spin population.
CARTESIAN COORDINATES (ANGSTROEM)
C  1.583  1.794  -0.729  -0.04
I  3.983  1.028  -1.178  0.00
H  1.939  2.753  -1.124  0.00
H  1.609  1.032  -1.526  -0.01
H  2.058  1.525  0.227  0.00
C  -0.140  -1.869  -3.650  0.00
C  -0.304  -0.391  -1.959  0.00
N  -0.061  -1.686  -2.280  0.02
H  -0.666  -0.396  -5.215  0.00
I  -3.221  0.240  -0.560  0.02
N  -0.617  0.214  -3.132  0.00
H  0.017  -2.827  -4.125  0.00
V  -0.788  0.106  0.053  2.01
C  0.012  1.952  -0.411  -0.05
O  -0.609  2.985  -0.452  0.00
C  -0.474  -0.674  -4.188  0.00
C  -1.144  1.557  -3.315  0.00
H  -1.588  1.593  -4.321  0.00
H  -0.343  2.308  -3.256  0.00
H  -1.917  1.796  -2.568  0.00
C  0.086  -2.757  -1.300  0.03
H  0.434  -3.650  -1.833  0.00
H  -0.869  -2.980  -0.789  0.00
H  0.821  -2.477  -0.532  0.00
O  -1.678  -0.581  3.688  0.00
S  -0.923  0.518  3.154  0.01
O  0.314  0.875  3.797  0.00
O  -0.162  -0.411  1.539  -0.01
O  -1.621  1.537  2.376  0.02

Summary:
**Energy above the lowest of the compared OMol25 structures with the same formula, charge and spin**: 88.02 kJ/mol
**Maximum force**: 5.176 eV Å⁻¹
**Frontier orbital gap (spin up / spin down)**: 0.159 / 0.156 hartree
**Charge**: -2
**Multiplicity**: 3
**<S²>**: 2.03
**HOMO (spin up / spin down)**: 0.040 / 0.100 eV